This record from the Open Molecules 2025 dataset describes a molecular structure, C73H58F11InO7. The level of theory is ωB97M-V/def2-TZVPD.

LUMO energy = -5.60 eV
E_HOMO = -7.9 eV
molar mass = 1371.056 g/mol

Geometry as ORCA input:
```
! wB97M-V def2-TZVPD RIJCOSX def2/J DEFGRID3
* xyz 0 1
In 3.51 -0.18 1.01
C 2.08 3.34 4.79
C 2.64 3.80 6.09
C 4.06 3.30 6.50
O 4.51 3.81 7.53
C 4.76 2.47 5.57
C 4.17 2.00 4.45
C 2.80 2.48 3.99
O 2.36 2.24 2.77
O 4.89 1.13 3.78
O 2.15 4.63 6.87
H 1.13 3.79 4.51
H 5.74 2.11 5.82
O -1.09 0.10 -0.57
C 0.18 -0.08 -0.29
O 0.52 -0.67 0.73
O 1.14 0.43 -0.92
H -1.47 -0.30 0.21
F -1.79 -5.71 1.92
C -2.17 -4.40 1.80
C -1.55 -3.36 2.51
C -1.89 -2.03 2.30
C -3.01 -1.71 1.54
C -3.78 -2.72 0.91
C -3.34 -4.06 1.04
H -0.69 -3.65 3.09
H -1.27 -1.21 2.63
H -3.43 -0.72 1.38
H -4.64 -2.52 0.28
H -3.86 -4.80 0.45
F -5.61 -1.37 -2.90
C -5.86 -0.82 -1.71
C -7.08 -1.19 -1.15
C -7.50 -0.60 0.05
C -6.61 0.26 0.68
C -5.35 0.57 0.19
C -4.94 -0.03 -0.98
H -7.74 -1.88 -1.64
H -8.46 -0.79 0.50
H -6.88 0.70 1.63
H -4.67 1.15 0.79
H -3.97 0.14 -1.44
F -4.59 0.59 3.26
C -3.54 1.16 3.95
C -2.34 1.51 3.30
C -1.27 1.94 4.08
C -1.35 1.99 5.48
C -2.53 1.65 6.11
C -3.64 1.26 5.34
H -2.34 1.41 2.23
H -0.44 2.31 3.50
H -0.59 2.42 6.11
H -2.59 1.74 7.19
H -4.53 0.94 5.86
F 4.42 0.02 -1.81
C 4.50 0.60 -3.04
C 5.71 1.15 -3.45
C 5.77 1.92 -4.57
C 4.61 2.05 -5.41
C 3.38 1.42 -4.98
C 3.37 0.70 -3.76
H 6.57 1.09 -2.81
H 6.72 2.36 -4.80
H 4.69 2.62 -6.33
H 2.45 1.57 -5.49
H 2.49 0.31 -3.27
F 2.58 -3.09 1.07
C 2.35 -4.45 1.02
C 3.11 -5.37 1.79
C 2.90 -6.75 1.69
C 1.77 -7.18 0.99
C 0.85 -6.27 0.35
C 1.19 -4.91 0.35
H 4.04 -5.10 2.29
H 3.49 -7.53 2.14
H 1.57 -8.25 0.94
H 0.03 -6.73 -0.19
H 0.58 -4.23 -0.22
F 2.40 -1.02 3.55
C 1.64 -1.66 4.42
C 1.83 -3.03 4.73
C 0.92 -3.61 5.62
C -0.05 -2.81 6.29
C -0.22 -1.49 5.92
C 0.63 -0.92 5.01
H 2.56 -3.68 4.28
H 1.12 -4.66 5.81
H -0.77 -3.29 6.94
H -0.99 -0.87 6.37
H 0.65 0.13 4.78
F 3.22 2.60 -0.18
C 3.46 3.61 -1.06
C 4.39 4.63 -0.81
C 4.56 5.64 -1.79
C 3.81 5.59 -2.97
C 2.80 4.62 -3.14
C 2.67 3.59 -2.16
H 4.99 4.65 0.08
H 5.26 6.46 -1.66
H 3.83 6.27 -3.81
H 2.24 4.56 -4.06
H 1.84 2.90 -2.25
F -2.95 -5.23 -5.84
C -2.71 -4.32 -4.89
C -2.71 -4.70 -3.51
C -2.35 -3.65 -2.62
C -2.05 -2.35 -2.98
C -2.14 -2.03 -4.30
C -2.48 -2.98 -5.24
H -2.80 -5.71 -3.14
H -2.12 -3.85 -1.59
H -1.75 -1.64 -2.22
H -1.85 -1.01 -4.50
H -2.45 -2.69 -6.28
F -3.49 6.48 0.50
C -2.43 5.56 0.59
C -2.66 4.34 -0.04
C -1.66 3.41 -0.03
C -0.50 3.61 0.72
C -0.26 4.82 1.37
C -1.30 5.76 1.31
H -3.61 4.15 -0.53
H -1.77 2.52 -0.63
H 0.31 2.88 0.73
H 0.59 5.02 2.00
H -1.14 6.71 1.81
F 2.86 -2.18 -1.79
C 2.36 -2.99 -2.77
C 2.64 -4.33 -2.65
C 2.12 -5.22 -3.57
C 1.25 -4.80 -4.56
C 1.05 -3.42 -4.78
C 1.57 -2.50 -3.91
H 3.36 -4.60 -1.90
H 2.38 -6.25 -3.39
H 0.72 -5.48 -5.21
H 0.41 -3.06 -5.57
H 1.31 -1.47 -4.11
F -0.03 5.48 -6.02
C -0.70 4.57 -5.20
C -0.34 3.23 -5.14
C -0.96 2.32 -4.21
C -2.05 2.79 -3.47
C -2.36 4.15 -3.53
C -1.69 5.08 -4.35
H 0.38 2.81 -5.82
H -0.65 1.28 -4.16
H -2.46 2.04 -2.81
H -3.06 4.60 -2.85
H -2.02 6.11 -4.43
*
```

This record from the Open Molecules 2025 dataset describes 13 unconnected molecules or ions with the total composition C74H110N10O16. The level of theory is ωB97M-V/def2-TZVPD.

LUMO energy = -6.29 eV
E_HOMO = -8.1 eV
molar mass = 1395.748 g/mol

Geometry as ORCA input:
```
! wB97M-V def2-TZVPD RIJCOSX def2/J DEFGRID3
* xyz 2 1
C -3.19 4.67 4.10
C -1.64 4.71 3.99
C -0.98 3.40 4.40
C 0.40 3.34 3.94
C 0.51 3.37 2.45
C -0.04 4.70 1.76
N -1.35 5.05 2.49
O -2.08 6.17 2.06
C -0.34 4.49 0.23
C 0.99 5.89 1.94
C -1.16 5.87 4.83
H -3.80 5.44 3.62
H -3.57 4.66 5.12
H -3.55 3.76 3.63
H -1.49 2.50 4.06
H -0.92 3.47 5.48
H 0.83 2.41 4.29
H 1.10 4.09 4.32
H 0.00 2.46 2.11
H 1.49 3.07 2.10
H 0.51 4.42 -0.45
H -0.99 5.23 -0.24
H -0.82 3.52 0.12
H 0.52 6.86 1.79
H 1.94 5.90 1.41
H 1.35 5.95 2.97
H -1.81 5.85 5.71
H -1.26 6.83 4.32
H -0.13 5.86 5.19
C 1.85 -2.44 -0.25
C 0.48 -2.51 -0.97
C -0.71 -2.59 0.10
C -1.08 -1.23 0.88
C -1.24 -0.04 -0.07
C -0.07 0.15 -1.06
N 0.24 -1.20 -1.76
O 0.53 -1.24 -3.13
C 1.15 0.88 -0.36
C -0.59 1.02 -2.23
C 0.40 -3.68 -1.95
H 1.73 -1.79 0.62
H 2.59 -1.92 -0.85
H 2.30 -3.39 0.06
H -0.48 -3.42 0.77
H -1.63 -2.94 -0.37
H -0.37 -1.11 1.69
H -2.05 -1.33 1.37
H -1.38 0.87 0.50
H -2.19 -0.05 -0.61
H 1.89 1.04 -1.14
H 1.54 0.35 0.50
H 0.88 1.88 0.00
H -1.11 1.96 -2.05
H -1.39 0.49 -2.75
H 0.11 1.17 -3.06
H -0.50 -3.76 -2.56
H 0.48 -4.68 -1.52
H 1.30 -3.61 -2.55
C -4.47 0.47 4.60
N -4.45 -0.67 3.62
C -3.77 -1.79 3.87
C -3.72 -2.86 2.99
C -4.47 -2.90 1.84
C -5.30 -1.72 1.64
C -5.32 -0.64 2.59
C -4.45 -4.03 0.89
C -4.82 -5.36 1.24
C -4.72 -6.36 0.28
N -4.24 -6.06 -0.93
C -3.97 -4.76 -1.37
C -4.10 -3.73 -0.39
C -4.13 -7.21 -1.88
H -3.43 0.53 4.89
H -5.14 0.18 5.41
H -4.90 1.33 4.07
H -3.30 -1.86 4.84
H -3.17 -3.73 3.31
H -6.06 -1.72 0.87
H -6.00 0.19 2.47
H -5.13 -5.55 2.26
H -4.98 -7.40 0.41
H -3.62 -4.67 -2.38
H -3.83 -2.75 -0.75
H -4.88 -7.11 -2.67
H -4.37 -8.14 -1.36
H -3.11 -7.26 -2.24
C 12.20 -1.53 -1.79
N 10.82 -1.89 -1.36
C 9.83 -2.20 -2.24
C 8.61 -2.70 -1.78
C 8.34 -2.75 -0.37
C 9.32 -2.35 0.49
C 10.55 -1.92 -0.04
C 7.05 -3.29 0.08
C 6.46 -2.73 1.20
C 5.33 -3.51 1.69
N 4.80 -4.58 1.08
C 5.30 -5.00 -0.12
C 6.46 -4.40 -0.62
C 3.72 -5.30 1.76
H 12.66 -0.73 -1.21
H 12.22 -1.16 -2.81
H 12.76 -2.46 -1.82
H 10.10 -2.34 -3.27
H 7.96 -3.02 -2.58
H 9.14 -2.37 1.56
H 11.35 -1.63 0.63
H 7.00 -2.02 1.80
H 4.85 -3.28 2.64
H 4.74 -5.85 -0.50
H 6.80 -4.69 -1.60
H 3.03 -5.66 0.99
H 3.22 -4.65 2.48
H 4.22 -6.21 2.07
C -1.52 13.85 -3.35
N -2.19 12.61 -2.97
C -3.40 12.26 -3.51
C -3.97 11.00 -3.25
C -3.22 10.05 -2.61
C -2.07 10.44 -1.92
C -1.56 11.76 -2.18
C -3.62 8.62 -2.65
C -3.42 7.85 -1.46
C -3.49 6.45 -1.55
N -3.92 5.87 -2.69
C -4.26 6.57 -3.77
C -4.11 7.96 -3.79
C -3.99 4.35 -2.81
H -1.47 14.45 -2.44
H -2.25 14.43 -3.93
H -0.52 13.63 -3.70
H -4.04 12.92 -4.07
H -4.93 10.71 -3.66
H -1.50 9.69 -1.40
H -0.64 12.04 -1.67
H -3.15 8.30 -0.52
H -3.20 5.70 -0.83
H -4.60 6.05 -4.65
H -4.24 8.50 -4.71
H -4.62 3.98 -3.62
H -4.53 3.98 -1.94
H -3.03 3.84 -2.76
C -0.33 -11.48 3.98
C 0.39 -10.41 4.68
N 0.34 -9.07 4.07
C 1.16 -8.04 4.55
C 0.94 -6.86 3.77
N -0.02 -7.22 2.83
C -0.27 -8.59 2.91
C -0.58 -6.31 1.83
H 0.00 -12.50 4.18
H -0.35 -11.45 2.89
H -1.33 -11.53 4.41
H 1.45 -10.61 4.84
H 0.01 -10.27 5.69
H 1.62 -8.14 5.52
H 1.30 -5.85 3.82
H -1.09 -9.11 2.44
H -1.45 -5.80 2.25
H -0.85 -6.89 0.95
H 0.13 -5.52 1.60
C 4.18 1.94 0.71
C 3.80 3.37 1.01
O 3.34 3.99 0.03
O 4.05 3.86 2.11
H 4.29 1.78 -0.36
H 3.46 1.20 1.06
H 5.15 1.86 1.21
C -2.01 -2.04 -5.32
C -2.96 -2.27 -4.15
O -2.59 -2.07 -2.97
O -4.09 -2.84 -4.46
H -1.39 -1.15 -5.21
H -2.46 -2.02 -6.31
H -1.40 -2.95 -5.35
C -4.53 1.74 -0.08
C -3.82 2.63 0.96
O -3.32 2.03 1.90
O -3.69 3.84 0.76
H -5.53 2.10 -0.29
H -4.59 0.68 0.14
H -4.08 1.86 -1.06
C 0.41 -1.38 4.26
C 1.22 -2.54 3.71
O 2.36 -2.27 3.26
O 0.63 -3.64 3.68
H 0.71 -1.29 5.30
H -0.67 -1.49 4.14
H 0.53 -0.45 3.70
C -1.33 4.54 -4.74
C -0.50 5.84 -4.49
O 0.11 6.29 -5.48
O -0.52 6.28 -3.34
H -1.07 3.72 -4.07
H -1.15 4.23 -5.77
H -2.38 4.81 -4.69
C 0.15 -6.02 -4.97
C -0.85 -7.13 -4.85
O -0.47 -8.21 -5.35
O -1.88 -6.96 -4.24
H -0.17 -5.15 -4.41
H 0.46 -5.67 -5.95
H 1.09 -6.21 -4.44
C 4.48 -0.74 -2.99
C 3.93 0.36 -3.95
O 4.62 0.48 -4.96
O 2.87 1.03 -3.67
H 4.12 -0.64 -1.96
H 5.56 -0.79 -3.00
H 4.13 -1.72 -3.31
*
```

- Which of these has the lowest E_HOMO?
  C74H110N10O16

- What is the formula in the first record?
  C73H58F11InO7

- The lowest LUMO energy belongs to which entry?
  C74H110N10O16

- What is the formula in the first record?
  C73H58F11InO7